Record 1
ORCA calculation (ωB97M-V/def2-TZVPD) on the ion C5H12S2 with charge -1.

Structure (XYZ):
```
19
Properties=species:S:1:pos:R:3:forces:R:3:lowdin_spin:R:1
C -2.8786 0.1554 -0.2727 0.85 0.40 1.80 0.03
C -2.5132 1.0875 -1.4359 -0.75 -2.95 -2.50 0.01
C -1.4985 -0.4935 -0.0260 2.30 1.92 1.07 0.02
S -0.5142 -0.0619 1.5778 -3.48 0.84 -0.18 0.40
S 1.1469 -1.3441 1.3478 1.26 -2.79 -0.78 0.37
C 2.2350 -0.1721 0.5965 2.15 2.44 2.32 0.04
C 3.7844 -0.5224 0.8125 -1.48 -1.47 2.49 0.06
H -3.5632 -0.6837 -0.4355 -0.20 0.43 -0.70 0.00
H -3.3411 0.7014 0.6688 1.35 -0.87 -1.85 0.02
H -2.4046 2.0727 -1.2210 0.52 2.90 1.21 0.00
H -3.2312 1.0664 -2.2399 -0.84 0.06 -0.34 0.00
H -1.5787 0.7404 -1.9827 -1.21 0.55 0.77 0.00
H -1.3345 -1.4169 -0.5202 -0.57 -2.13 0.82 0.00
H -0.7940 -0.0140 -0.7096 -0.10 0.50 0.46 0.00
H 2.0489 0.0925 -0.4593 -0.30 0.16 0.67 0.00
H 2.0935 0.6954 1.4425 0.23 -1.05 -2.78 0.01
H 4.3190 -0.8868 -0.0709 -0.37 -0.53 0.23 0.01
H 3.6296 -1.3495 1.7394 1.28 1.93 -2.61 0.02
H 4.3944 0.3332 1.1884 -0.65 -0.33 -0.11 0.01
```
Positions in Å, forces in eV/Å.

LUMO energy (spin up / spin down): 3.8 / 3.8 eV
E_HOMO (spin up / spin down): 0.53 / -3.76 eV
charge: -1
frontier orbital gap (spin up / spin down): 3.26 / 7.51 eV
2S+1: 2
energy above the lowest of the compared OMol25 structures with the same formula, charge and spin: 256.0 kJ/mol


Record 2
ORCA calculation (ωB97M-V/def2-TZVPD) on the ion C6H11N2S with charge +1.

Structure (XYZ):
```
20
Properties=species:S:1:pos:R:3:forces:R:3:lowdin_spin:R:1
C 0.8818 1.4079 1.1819 -0.51 2.91 2.07 0.15
C 0.6168 2.8055 1.1517 3.55 -3.87 1.64 0.30
C 0.1585 0.8494 0.1211 -0.16 -2.87 -0.69 0.52
C 0.9668 -1.5873 0.3857 -3.72 0.64 -0.58 0.00
C -0.1032 -0.7401 -1.7814 0.46 -0.46 -1.32 0.02
C -0.0116 -0.5877 -0.2632 0.44 1.05 -0.88 0.07
N -0.1870 3.1914 0.1642 -3.02 2.45 -2.97 0.57
N -1.4468 -0.9351 0.1711 -2.72 -0.03 1.78 0.05
S -0.8980 2.0078 -0.6988 0.14 0.85 0.09 0.29
H 1.2929 0.8335 2.0395 0.18 0.65 -1.02 0.00
H 1.2167 3.6148 1.5324 -0.06 -0.14 0.95 0.01
H 1.0587 -2.4512 -0.2095 0.23 -1.09 -0.57 0.00
H 1.8294 -1.0775 0.4948 3.14 1.29 0.38 0.00
H 0.5465 -1.8048 1.3346 0.10 -0.60 1.18 0.00
H -0.7479 0.0713 -2.1996 0.31 -0.97 0.04 0.00
H 0.8717 -0.7068 -2.3786 -1.14 0.08 1.29 0.00
H -0.5257 -1.7684 -1.9532 0.23 0.98 -0.33 0.00
H -2.2944 -0.2629 -0.0104 2.34 -0.71 0.02 0.01
H -1.4757 -1.0666 1.2278 0.02 -0.10 -1.58 0.00
H -1.7494 -1.7932 -0.3101 0.17 -0.06 0.50 0.00
```
Positions in Å, forces in eV/Å.

LUMO energy (spin up / spin down): -3.6 / -6.8 eV
E_HOMO (spin up / spin down): -9.85 / -13.33 eV
charge: +1
frontier orbital gap (spin up / spin down): 6.25 / 6.51 eV
2S+1: 3
energy above the lowest of the compared OMol25 structures with the same formula, charge and spin: 96.7 kJ/mol


Record 3
ORCA calculation (ωB97M-V/def2-TZVPD) on a structure of composition C29H35AsBCoN3O3P.

Structure (XYZ):
```
74
Properties=species:S:1:pos:R:3:forces:R:3:lowdin_spin:R:1
Co 0.4401 2.1592 2.4160 -0.05 -0.26 -0.01 1.91
C 1.9992 4.0241 6.4880 -0.01 -0.03 0.00 0.00
O 1.1942 2.8242 6.4089 -0.01 0.01 0.00 0.00
C 0.8114 2.4650 5.2040 0.02 -0.05 -0.07 0.00
O 1.0503 3.1014 4.1784 0.03 -0.01 0.03 0.02
N 0.1179 1.3008 5.2159 -0.02 0.08 -0.04 0.00
N -0.3526 0.8009 3.9970 0.03 0.07 -0.01 0.02
H 2.2392 4.1307 7.5390 0.00 0.00 0.01 0.00
H 1.4275 4.8782 6.1348 0.00 0.01 0.00 0.00
H 2.9008 3.9031 5.8935 0.00 0.00 -0.01 0.00
H -0.1024 0.8521 6.0909 0.01 -0.01 0.00 0.00
H -1.3675 0.8178 3.9565 0.00 0.01 0.05 0.00
H -0.0268 -0.1510 3.8642 0.03 -0.01 -0.01 0.00
O -1.1463 3.6530 2.5050 0.06 0.01 -0.04 0.02
H -1.5267 4.0482 1.7129 -0.05 -0.03 0.01 0.00
H -0.8342 4.3838 3.0531 -0.02 0.01 -0.01 0.00
B 4.3572 1.6139 3.4429 -0.01 0.05 -0.05 0.25
C 3.7704 0.2613 3.1664 -0.04 0.04 0.07 0.36
N 2.7139 0.1315 2.3237 -0.19 -0.02 -0.23 0.23
H 4.1241 -0.6633 3.6018 0.00 0.00 0.04 0.02
H 5.2648 1.7541 4.1957 0.00 -0.02 0.02 0.02
H 3.8729 2.5572 2.8783 0.00 -0.02 0.02 0.02
C 0.6890 1.0678 -1.0484 0.03 0.01 0.00 0.00
C 0.7049 -0.0649 -2.0745 -0.02 0.02 -0.01 0.00
As -1.0392 -0.8902 -2.5620 0.00 -0.02 0.00 0.00
C -1.4172 0.1492 -4.1686 0.02 0.01 0.04 0.00
C -1.0338 1.4802 -4.2945 -0.01 0.02 -0.03 0.00
C -1.3859 2.2147 -5.4204 0.00 0.00 0.00 0.00
C -2.1263 1.6227 -6.4317 0.00 0.00 0.00 0.00
C -2.5160 0.2951 -6.3121 0.00 0.00 0.00 0.00
C -2.1681 -0.4350 -5.1858 -0.03 0.00 -0.02 0.00
C -0.2767 -2.4765 -3.3976 0.02 0.02 -0.02 0.00
C 0.6277 -2.4073 -4.4552 0.00 0.00 0.00 0.00
C 1.1766 -3.5656 -4.9828 0.00 -0.01 0.00 0.00
C 0.8240 -4.8045 -4.4603 0.00 0.00 0.00 0.00
C -0.0822 -4.8830 -3.4146 -0.01 0.01 0.01 0.00
C -0.6312 -3.7202 -2.8860 0.02 -0.02 0.00 0.00
P 0.1486 0.7287 0.6775 0.20 0.04 0.16 -0.01
C 0.8997 -0.8979 1.0690 0.03 -0.07 0.00 0.04
C 0.3334 -2.0713 0.5649 -0.07 0.04 0.01 0.00
C 0.8288 -3.3228 0.8810 -0.01 0.00 -0.01 0.04
C 1.9109 -3.4214 1.7434 0.01 -0.04 0.03 0.00
C 2.5131 -2.2839 2.2466 0.02 0.00 -0.06 0.04
C 2.0459 -1.0177 1.8872 -0.05 -0.03 0.07 0.00
C -1.6489 0.4362 0.6234 -0.04 0.07 -0.06 0.00
C -2.2955 -0.4890 1.4380 0.02 -0.02 0.01 0.00
C -3.6812 -0.5882 1.4292 0.03 0.00 0.00 0.00
C -4.4358 0.2415 0.6145 -0.01 0.02 0.00 0.00
C -3.8006 1.1867 -0.1801 -0.04 0.00 0.03 0.00
C -2.4201 1.2897 -0.1661 0.01 -0.01 -0.03 0.00
H 0.1049 1.9248 -1.3935 0.01 0.00 0.02 0.00
H 1.7062 1.4538 -0.9196 0.01 0.00 -0.03 0.00
H 1.3315 -0.8837 -1.7199 -0.02 -0.02 0.04 0.00
H 1.1633 0.2995 -2.9961 0.01 0.00 0.01 0.00
H -0.4442 1.9618 -3.5226 0.00 -0.01 -0.01 0.00
H -1.0746 3.2480 -5.5079 0.00 0.00 0.00 0.00
H -2.3965 2.1912 -7.3120 0.00 0.00 0.01 0.00
H -3.0909 -0.1739 -7.1002 0.00 0.00 0.01 0.00
H -2.4744 -1.4722 -5.1085 0.01 0.00 0.01 0.00
H 0.8939 -1.4460 -4.8806 0.00 0.00 0.01 0.00
H 1.8763 -3.5048 -5.8065 0.00 0.00 0.00 0.00
H 1.2506 -5.7079 -4.8767 0.00 0.01 0.00 0.00
H -0.3699 -5.8475 -3.0157 0.00 0.01 0.00 0.00
H -1.3516 -3.7855 -2.0772 0.00 0.01 0.00 0.00
H -0.5328 -2.0013 -0.0819 -0.03 0.03 0.02 0.00
H 0.3707 -4.2081 0.4614 0.01 0.00 0.01 0.00
H 2.3024 -4.3927 2.0160 0.00 0.01 0.00 0.00
H 3.3721 -2.3838 2.8930 0.03 0.00 -0.02 0.00
H 2.4243 0.9807 1.8524 0.08 0.13 0.08 0.01
H -1.7246 -1.1652 2.0639 0.03 -0.02 -0.03 0.00
H -4.1683 -1.3272 2.0523 0.00 0.01 0.00 0.00
H -5.5138 0.1530 0.5984 0.01 0.00 0.00 0.00
H -4.3819 1.8392 -0.8182 0.00 0.00 0.00 0.00
H -1.9439 2.0287 -0.8013 -0.03 -0.02 0.00 0.00
```
Positions in Å, forces in eV/Å.

LUMO energy (spin up / spin down): -2.3 / -3.4 eV
E_HOMO (spin up / spin down): -9.82 / -10.38 eV
charge: +1
frontier orbital gap (spin up / spin down): 7.49 / 6.99 eV
2S+1: 4
energy above the lowest of the compared OMol25 structures with the same formula, charge and spin: 131.8 kJ/mol